The following is a quantum chemistry calculation of a structure of composition C21H12CeCl3N4OS2 in a non-equilibrium geometry, from the OMol25 dataset.

Results
Multiplicity: 1
E_LUMO (spin up / spin down) in eV: -5.61 / -5.61
Max |F| in eV Å⁻¹: 3.65
Relative energy (zero: lowest compared OMol25 entry of this formula, charge and spin) in eV: 0.000
Total charge: +1
HOMO (spin up / spin down) in eV: -10.7 / -10.7

Positions of all 44 atoms, in Å:
Ce: 0.391 -1.231 -0.033
Cl: 0.734 1.214 7.085
C: 0.279 0.404 5.664
C: -0.092 -0.944 5.668
C: -0.270 -1.535 4.398
C: -0.268 -0.816 3.150
O: -0.238 -1.507 2.019
C: -0.086 0.594 3.189
C: 0.220 1.393 2.030
N: -0.087 0.995 0.786
C: -0.394 1.976 -0.163
C: -0.122 3.344 -0.064
C: -0.219 4.179 -1.168
C: -0.748 3.706 -2.359
C: -1.072 2.327 -2.534
C: -1.624 1.745 -3.688
C: -1.999 0.413 -3.703
C: -2.009 -0.338 -2.483
N: -1.478 0.163 -1.379
C: -0.919 1.422 -1.368
C: 0.291 1.110 4.459
H: -0.087 -1.583 6.487
H: -0.250 -2.659 4.333
H: 0.711 2.372 2.147
H: 0.321 3.816 0.865
H: 0.065 5.215 -1.066
H: -0.918 4.319 -3.202
H: -1.636 2.306 -4.640
H: -2.345 -0.066 -4.673
H: -2.328 -1.376 -2.463
H: 0.337 2.187 4.645
S: -0.848 -3.372 -1.248
C: 0.107 -2.950 -2.618
S: 1.389 -1.712 -2.668
C: -0.288 -3.444 -3.847
C: -0.463 -2.680 -5.022
N: -0.699 -2.150 -6.045
C: -0.813 -4.727 -3.930
N: -1.146 -5.812 -4.065
Cl: 3.248 0.086 0.585
C: 3.892 -1.267 1.617
Cl: 2.683 -2.640 1.371
H: 3.892 -0.887 2.632
H: 4.887 -1.588 1.297